This record from OMol25 describes a cluster of 6 separate species, C36H33BN8O13 in total at a distorted geometry. The level of theory is wB97M-V/def2-TZVPD.

Summary:
DFT total energy in eV: -77070.2708
Energy above the lowest of the compared OMol25 structures with the same formula, charge and spin in kJ/mol: 0.0
SMILES string: N#C[C@H](B(N)O)[C@@H](C#N)CC(=O)O.O=[N+]([O-])c1ccccc1.O=[N+]([O-])c1ccccc1.O=[N+]([O-])c1ccccc1.O=[N+]([O-])c1ccccc1.O=[N+]([O-])c1ccccc1
HOMO in eV: -9.86

```
! wB97M-V def2-TZVPD RIJCOSX def2/J DEFGRID3
* xyz 0 1
O -5.55 -0.17 0.78
O 2.52 8.43 -2.36
O 0.60 4.02 3.77
O -1.60 0.53 4.99
O 2.44 -2.93 -5.68
O 0.05 -4.50 4.56
O 0.38 -10.50 -5.19
O -0.92 -9.16 -6.24
O -0.70 -2.52 4.17
O -6.26 1.96 1.01
O 1.91 -1.35 -7.03
O -0.31 2.54 2.49
O 1.51 8.02 -0.51
N -0.05 3.69 2.80
N 0.07 -9.40 -5.59
N -3.83 -2.56 1.97
N 2.12 7.68 -1.50
N -2.58 0.65 -0.45
N -3.42 -1.10 5.21
N 0.13 -3.29 4.62
N 1.81 -1.93 -5.97
C -1.86 5.40 0.02
C -4.51 1.27 2.46
C -3.28 -1.62 2.34
C -0.28 6.07 2.21
C 0.96 -8.27 -5.25
C 0.14 -0.26 -5.28
C -0.78 7.06 1.39
C 2.08 4.00 -0.92
C -2.86 0.74 0.66
C 3.40 -3.00 6.38
C 1.87 5.36 -0.74
C -5.54 1.07 1.36
C 2.29 -3.56 5.76
C 2.37 6.24 -1.68
C 0.62 -7.00 -5.67
C 0.88 -1.39 -4.97
C 2.78 3.55 -2.03
C 3.51 -1.63 6.51
C -0.58 4.75 1.92
C 1.32 -2.71 5.27
C 1.46 -5.95 -5.36
C 3.08 5.81 -2.78
C -0.84 -0.36 -3.08
C 1.41 -1.33 5.38
C 0.78 -2.02 -3.74
C -1.58 6.73 0.30
C -0.09 -1.50 -2.80
C -3.05 0.86 2.11
C -2.57 -0.44 2.81
C 3.29 4.45 -2.95
C 2.95 -7.46 -4.23
C 2.11 -8.52 -4.53
C 2.52 -0.79 6.01
C 2.63 -6.18 -4.65
C -1.36 4.39 0.84
C -0.72 0.25 -4.33
B -2.53 -0.32 4.41
H 3.29 -5.35 -4.42
H -1.31 1.13 -4.56
H 3.46 6.52 -3.50
H 4.17 -3.65 6.77
H 3.86 -7.64 -3.67
H 1.69 3.29 -0.20
H 2.61 0.28 6.11
H -4.39 -0.95 4.95
H 2.94 2.48 -2.17
H -1.57 3.36 0.62
H -2.48 5.14 -0.83
H -1.52 -0.58 2.52
H 2.35 -9.53 -4.21
H -4.54 2.34 2.67
H 1.32 5.72 0.12
H 3.84 4.10 -3.81
H -4.86 0.76 3.35
H -0.29 -6.83 -6.23
H 1.22 -4.95 -5.68
H -6.04 -0.79 1.34
H -1.97 7.51 -0.34
H -1.51 0.05 -2.33
H -0.54 8.10 1.59
H 2.19 -4.63 5.66
H -2.39 1.65 2.43
H -0.18 -1.97 -1.83
H -1.83 1.45 4.84
H 4.37 -1.20 7.00
H 0.63 -0.69 4.99
H 1.36 -2.90 -3.52
H 0.24 0.20 -6.25
H -3.33 -0.82 6.18
H 0.34 6.32 3.06
*
```

Atomic partial charges in e from the Mulliken method, atoms 1 to 5: -0.468 -0.608 -0.630 -0.624 -0.599